Entry 1:
44
Properties=species:S:1:pos:R:3:forces:R:3 method="wB97M-V/def2-TZVPD" charge=-1 lumo_ha="0.10050 / 0.05448" multiplicity=2 gap_ev="7.16 / 6.13"
Ag -0.539996 1.565776 -1.262066 -0.435 -0.550 0.102
C 2.703482 -4.376426 1.109580 0.073 -0.052 0.057
C 1.610168 -3.477397 0.598883 -0.006 0.011 -0.023
C 0.503544 -3.174559 1.376077 -0.035 0.020 0.008
C -0.527245 -2.357108 0.915245 -0.074 -0.032 0.098
C -1.705147 -2.114852 1.818421 -0.053 0.076 0.023
C -0.456769 -1.801585 -0.369336 0.378 -0.182 -0.173
Se -1.832610 -0.672526 -1.045614 -0.213 0.219 0.068
C 0.646363 -2.133397 -1.184354 0.025 0.041 -0.075
C 0.752024 -1.665141 -2.610760 -0.051 -0.031 0.020
C 1.656727 -2.948944 -0.684635 -0.038 0.026 0.040
H 2.657021 -4.477737 2.194838 -0.021 0.013 -0.003
H 3.693514 -3.993579 0.854293 -0.021 0.033 -0.021
H 2.630188 -5.381393 0.685357 -0.032 0.012 -0.021
H 0.430510 -3.583667 2.379611 0.012 -0.007 0.000
H -1.540958 -2.591789 2.785851 -0.031 -0.005 0.016
H -2.628359 -2.504859 1.384622 0.040 -0.040 -0.037
H -1.885747 -1.050448 1.975001 0.066 0.002 -0.031
H 0.701632 -0.580576 -2.696613 0.023 0.021 0.015
H -0.082948 -2.038708 -3.206989 -0.009 -0.029 0.035
H 1.687847 -2.013592 -3.050462 -0.011 0.019 -0.031
H 2.500710 -3.182519 -1.327093 0.008 -0.006 0.009
C -1.255833 2.726173 3.123936 -0.012 0.048 0.077
C -1.046848 1.813532 1.905689 -0.146 0.022 0.130
C 0.146372 0.899332 2.149199 0.117 -0.022 0.004
C -0.900495 2.649631 0.671686 0.175 0.314 -0.105
H -1.445875 2.131341 4.021677 0.017 -0.004 -0.007
H -2.096997 3.408145 2.987277 -0.010 -0.031 -0.050
H -0.362978 3.331464 3.304005 0.000 -0.006 -0.006
H -1.946109 1.202327 1.787548 0.032 -0.046 -0.024
H 1.058019 1.491189 2.283974 -0.009 0.005 -0.031
H 0.300638 0.212732 1.317552 -0.018 -0.008 -0.047
H 0.013757 0.291843 3.047627 -0.052 0.048 0.030
H -0.000226 3.267823 0.610691 0.028 -0.076 0.087
H -1.778786 3.196224 0.336697 -0.070 -0.089 0.047
O 2.565973 1.754405 -0.408022 0.138 -0.036 0.087
C 1.778171 1.067365 -0.827349 0.186 0.114 -0.075
F 0.695363 3.331982 -2.825675 0.050 0.078 -0.009
Sb -0.871993 3.616284 -3.893605 0.028 -0.169 0.145
F 0.128243 3.491225 -5.479461 0.081 -0.035 -0.048
F -0.611135 5.478030 -3.847177 0.004 0.057 0.055
F -2.472520 3.799063 -4.858539 -0.077 -0.009 0.001
F -1.815168 3.679199 -2.228892 -0.010 0.090 -0.207
F -1.055523 1.715718 -3.818694 -0.047 0.196 -0.126

Entry 2:
46
Properties=species:S:1:pos:R:3:forces:R:3 method="wB97M-V/def2-TZVPD" charge=+2 lumo_ha="-0.19712 / -0.37421" multiplicity=3 gap_ev="9.67 / 5.47"
Au -1.106725 -0.319808 1.018602 -0.215 0.011 0.438
N -1.127955 1.480521 2.402410 -0.367 -0.052 -0.216
C -0.077529 1.309739 3.416412 0.208 -0.216 0.416
C -0.226632 -0.085014 4.001186 0.054 0.447 0.220
N -0.072336 -1.066654 2.916427 -0.045 -0.260 -0.329
H -1.032118 2.383661 1.946077 -0.049 -0.084 -0.030
H -2.037425 1.457904 2.862288 0.030 0.199 -0.075
H -0.155740 2.062334 4.206782 0.008 -0.080 -0.103
H 0.898478 1.416437 2.938123 -0.059 0.047 -0.043
H -1.225187 -0.194013 4.428218 0.042 -0.080 0.026
H 0.506186 -0.250961 4.796078 -0.106 0.022 -0.081
H -0.406356 -1.976410 3.223300 0.081 0.020 -0.061
H 0.915286 -1.151920 2.684794 -0.058 -0.134 0.030
B -2.199754 -1.409710 -2.278302 0.852 0.785 2.154
N -1.446665 -2.338220 -1.377200 -0.285 0.290 -0.324
C -1.052129 -3.561967 -1.807004 0.554 -0.918 0.283
C -0.362671 -4.187788 -0.797579 -0.261 0.231 -0.392
C -0.382438 -3.268297 0.256025 -0.327 0.042 -0.559
N -1.039456 -2.171731 -0.111990 0.090 0.372 0.798
N -2.493979 -0.022730 -1.799230 0.092 -0.469 -0.170
C -3.060353 0.899469 -2.614702 -0.371 1.004 -0.133
C -3.238995 2.065347 -1.912975 0.053 -0.377 -0.251
C -2.754333 1.776287 -0.632903 -0.107 -0.410 -0.478
N -2.314927 0.521984 -0.588536 0.239 0.034 0.878
H -3.218247 -1.932852 -2.636906 -0.667 -0.429 -0.642
H -1.630399 -1.346242 -3.329138 0.079 -0.135 -0.947
H -1.276656 -3.914051 -2.793000 -0.127 0.022 -0.269
H 0.089135 -5.156546 -0.809104 0.067 -0.244 -0.036
H 0.030445 -3.379713 1.237049 0.086 0.071 0.263
H -3.300812 0.679665 -3.635273 -0.029 -0.178 -0.216
H -3.655967 2.987576 -2.258584 -0.123 0.171 -0.114
H -2.744147 2.410047 0.229699 0.064 0.091 0.250
F 5.053372 0.978477 -2.691099 -0.044 -0.072 -0.021
C 4.657421 1.797914 -1.712889 0.041 -0.059 0.010
F 4.570832 3.028698 -2.208946 -0.100 0.103 -0.019
F 5.602593 1.793813 -0.767511 -0.021 -0.031 0.075
C 3.334202 1.325968 -1.132149 0.012 0.038 -0.031
C 2.215066 2.146692 -1.129244 0.136 -0.162 0.040
C 1.052342 1.646683 -0.565627 0.265 0.243 -0.155
N 0.977746 0.435719 -0.033218 -0.117 -0.021 0.051
C 2.046333 -0.350095 -0.049425 0.500 0.034 -0.174
C 3.256922 0.046900 -0.592144 -0.168 0.162 0.007
H 2.250891 3.140886 -1.547347 0.003 0.043 -0.029
H 0.146011 2.237916 -0.541517 -0.043 0.109 -0.046
H 1.924273 -1.334797 0.382771 0.073 -0.127 -0.002
H 4.112398 -0.611117 -0.592699 0.061 -0.053 0.006

Entry 3:
45
Properties=species:S:1:pos:R:3:forces:R:3 method="wB97M-V/def2-TZVPD" charge=-2 lumo_ha="0.14924 / 0.14835" multiplicity=3 gap_ev="1.35 / 4.45"
C 1.917223 -0.350560 -4.128189 -1.699 -0.296 -1.912
I -1.184614 2.141578 -2.673929 0.332 0.594 -1.974
H 0.793657 -0.520555 -4.101236 1.083 -0.066 0.030
H 2.356233 -1.229765 -4.611077 0.564 -0.104 -0.041
H 1.945963 0.529265 -4.810276 0.362 -0.364 0.379
C -1.176620 3.646795 1.157366 -0.346 0.351 -0.024
C -2.381155 3.201476 0.756407 0.041 0.092 0.651
N -2.201324 1.901231 0.306343 0.471 1.105 0.338
C -0.860666 1.580536 0.280753 -1.317 1.943 -1.439
N -0.255718 2.654855 0.858736 -0.662 0.618 0.257
H -0.925137 4.582078 1.640742 0.111 -0.179 -0.169
H -3.349547 3.693991 0.779599 0.306 -0.256 0.046
C 1.804663 -3.338898 0.446422 -0.154 0.195 -0.087
C 0.903334 -1.489626 -0.523566 0.086 -0.589 -0.893
N 1.803259 -1.952548 0.388685 0.108 -0.353 0.035
H 0.588517 -4.758006 -0.692363 -0.097 -0.157 -0.095
N 0.372256 -2.639638 -1.029422 0.025 -0.295 0.268
H 2.405842 -3.908135 1.124650 0.222 0.060 0.156
Au 0.092513 0.297990 -1.236302 0.387 -0.480 -0.105
C 2.290377 0.100167 -2.846388 -1.471 1.926 2.522
O 3.019820 0.507435 -1.993610 1.495 -0.835 -0.942
C 0.904451 -3.764659 -0.448329 -0.062 -0.009 0.095
C -0.706257 -2.733076 -1.975451 -0.478 0.044 -0.349
H -1.609248 -3.113958 -1.477305 0.192 0.173 -0.134
H -0.425246 -3.416232 -2.786880 -0.060 0.147 0.087
H -0.908814 -1.732460 -2.376308 0.041 -0.224 0.055
C 2.653250 -1.214136 1.297016 0.036 0.301 0.232
H 3.382309 -1.920646 1.704010 0.008 0.114 -0.123
H 2.064273 -0.813101 2.126408 -0.007 0.132 -0.251
H 3.183919 -0.417811 0.778048 -0.149 0.060 -0.029
C 1.129317 2.786182 1.255068 -0.152 -0.133 -0.044
H 1.265190 3.815498 1.610361 0.097 -0.215 -0.186
H 1.783390 2.593620 0.400665 0.010 -0.076 0.144
H 1.331896 2.096797 2.084296 0.102 0.053 -0.301
C -3.335138 1.217536 -0.283318 -0.155 -0.276 -0.077
H -3.268108 1.247052 -1.388481 -0.153 -0.085 0.669
H -4.231946 1.781973 0.058743 0.449 -0.617 -0.270
H -3.321575 0.192126 0.104006 -0.309 0.294 -0.306
Cl -0.035552 -1.083615 4.367595 0.288 -0.067 0.330
C -1.246829 -0.156824 3.486448 -0.817 0.199 -0.773
Cl -1.259731 1.571851 3.908347 0.150 -0.018 0.249
C -1.066901 -0.313001 1.949110 2.320 0.027 -0.930
O -2.021623 -0.850744 1.382329 -0.160 -0.359 0.276
O 0.016292 0.129381 1.415169 -1.296 -2.406 4.369
H -2.236185 -0.551404 3.715097 0.260 0.031 0.265